No. 1
Formula: CHN3O
Source: the Open Molecules 2025 dataset
Level of theory: ωB97M-V/def2-TZVPD

charge	0
Kohn-Sham gap	10.81	eV
SMILES string	N#CO.N#N
E_LUMO	-0.00137	Ha
ΔE to the lowest compared entry with this formula, charge and spin	38.08	kcal/mol
max |F|	0.0740	hartree/bohr

CARTESIAN COORDINATES (ANGSTROEM)
O: 0.21712 0.87496 0.19408
N: -2.04580 1.67865 -0.08732
N: 1.61353 -2.13118 -0.07933
C: -1.01489 1.19993 0.04624
H: 0.39554 -0.17191 0.28786
N: 0.83450 -1.45044 -0.36153

---

No. 2
Formula: C21H16I2N2O4RuS4Sb
Source: the Open Molecules 2025 dataset
Level of theory: ωB97M-V/def2-TZVPD

charge	-1
Kohn-Sham gap (spin up / spin down)	5.44 / 5.44	eV
E_LUMO (spin up / spin down)	0.01941 / 0.01914	Ha
ΔE to the lowest compared entry with this formula, charge and spin	0.00	kcal/mol
max |F|	0.0111	hartree/bohr

CARTESIAN COORDINATES (ANGSTROEM)
H: -3.78509 2.51133 -5.09876
C: 3.07951 0.11543 1.31340
H: -1.34753 -1.76432 5.45661
Sb: -1.37837 2.76550 2.38492
H: 3.87793 1.11229 -2.64334
H: 3.93454 -0.49860 3.95438
H: 0.27202 -0.35334 4.23441
C: 4.31524 0.44356 3.53052
C: 4.28264 0.39513 2.02568
H: 2.13189 -0.85544 2.98984
O: -0.00637 -1.18139 -2.96830
C: -1.99447 -0.02025 -6.48453
N: 0.72804 -0.42474 1.58602
O: -0.45255 0.84406 -2.09243
S: 0.32980 2.10736 3.76379
O: 2.11874 -0.11538 -0.88346
C: -0.23021 -1.17625 2.32620
H: -0.49971 -1.16372 -5.44100
C: -2.08840 -2.73287 3.69056
H: -1.89253 -0.55935 -7.41647
H: 6.33694 0.91061 1.82017
O: 3.65142 1.54662 4.11356
H: 2.77865 1.71331 3.70734
S: -1.86017 1.16271 0.67227
C: 4.40210 0.34054 -0.72372
H: 4.01136 -0.62652 -2.59353
H: 5.49719 0.37370 -2.54211
C: 1.94604 -0.39471 2.02163
S: 0.28310 3.90905 0.74544
C: -1.25957 -1.86194 4.38248
C: -1.21233 -0.35110 -5.38863
C: -2.91450 1.01018 -6.36472
C: -3.05854 1.71455 -5.17956
C: -1.06822 -2.04973 1.63696
H: -2.64252 -3.49412 1.75551
Ru: 0.20851 0.45183 -0.16879
N: 5.47886 0.60933 -0.04267
H: -2.34083 1.91981 -3.16047
C: 5.41473 0.65397 1.31194
C: 4.46211 0.29300 -2.21805
I: -4.11359 1.50745 -8.00855
C: -1.33460 0.34983 -4.19646
H: -2.82000 -3.32896 4.22039
S: 1.10198 2.35944 -0.13997
H: 5.35773 0.52430 3.84294
C: -0.33155 -1.08372 3.70718
C: -2.25722 1.38393 -4.09615
I: -0.84012 -2.10851 -0.43792
C: -0.49186 -0.05264 -3.00783
C: 3.11135 0.11449 -0.10789
C: -1.99360 -2.82768 2.30752

---

No. 3
Formula: C7H15N
Source: the Open Molecules 2025 dataset
Level of theory: ωB97M-V/def2-TZVPD

charge	0
Kohn-Sham gap (spin up / spin down)	7.61 / 8.04	eV
E_LUMO (spin up / spin down)	0.02911 / 0.03691	Ha
ΔE to the lowest compared entry with this formula, charge and spin	143.97	kcal/mol
max |F|	0.1138	hartree/bohr

CARTESIAN COORDINATES (ANGSTROEM)
H: -0.81488 0.05109 1.66603
H: 3.01554 -1.31523 -1.26090
H: 2.29577 0.26331 -1.58178
C: 2.07176 -0.75157 -1.24669
C: -0.13232 1.68327 -0.24008
C: 1.46525 -0.75371 0.12560
H: 1.40894 -1.21748 -1.97589
H: -0.92894 2.23162 -0.74183
H: -0.04835 2.02666 0.79917
H: 0.79816 1.91074 -0.76283
H: -3.21410 1.20926 0.41293
C: 2.21966 -0.01233 1.19112
H: 3.19218 -0.48518 1.38997
H: 2.42538 1.01732 0.88987
N: -0.39541 0.26860 -0.38484
H: 1.16002 -1.75137 0.44033
C: -3.58800 -0.66030 -0.54666
H: -1.04792 -1.44057 0.56936
H: -4.66416 -0.55932 -0.69425
C: -2.85033 0.24758 0.05734
C: -0.88757 -0.37099 0.65717
H: 1.68037 0.00391 2.14052
H: -3.16105 -1.59531 -0.90362

---

No. 4
Formula: C6H5BrF2O
Source: the Open Molecules 2025 dataset
Level of theory: ωB97M-V/def2-TZVPD

charge	0
Kohn-Sham gap	8.82	eV
SMILES string	O[C@H]1C=CC=C(F)[C@]1(F)Br
E_LUMO	0.00126	Ha
ΔE to the lowest compared entry with this formula, charge and spin	0.00	kcal/mol
max |F|	0.0814	hartree/bohr

CARTESIAN COORDINATES (ANGSTROEM)
C: 1.18834 0.71889 0.38572
H: 1.42312 -1.26224 1.26340
C: 0.86879 -0.76801 0.39704
H: 1.10703 -2.20932 -0.67160
C: -1.36734 -0.00922 -0.47968
H: -1.26417 1.52820 -1.76801
Br: -1.02036 0.36964 2.30837
C: -0.73309 1.07476 -1.01885
H: 0.64214 2.62753 -0.52609
F: -2.52500 -0.43566 -1.00921
O: 1.19894 -1.21695 -0.82292
F: -1.37114 -1.97282 0.73647
C: 0.49268 1.55567 -0.38824
H: 2.07803 0.77946 0.92697
C: -0.71797 -0.77992 0.66664

---

No. 5
Formula: C66H55F11
Source: the Open Molecules 2025 dataset
Level of theory: ωB97M-V/def2-TZVPD

charge	0
Kohn-Sham gap	9.51	eV
SMILES string	Fc1ccccc1.Fc1ccccc1.Fc1ccccc1.Fc1ccccc1.Fc1ccccc1.Fc1ccccc1.Fc1ccccc1.Fc1ccccc1.Fc1ccccc1.Fc1ccccc1.Fc1ccccc1
E_LUMO	0.02132	Ha
ΔE to the lowest compared entry with this formula, charge and spin	65.81	kcal/mol
max |F|	0.0651	hartree/bohr

CARTESIAN COORDINATES (ANGSTROEM)
H: 2.53192 4.90179 -2.25179
H: 0.76236 -6.47264 3.81994
C: -1.35699 -4.81852 6.28373
C: -1.47852 0.17224 0.40035
H: 5.74551 5.97255 -4.82073
C: 5.70170 3.66672 -2.33181
C: 4.37227 -2.43571 2.77581
H: -3.02746 -6.08136 -2.94185
C: 5.69442 -0.80240 3.99603
C: -5.46811 0.28084 -5.26257
C: -2.58765 -4.02730 -2.45812
F: -0.21575 4.70138 -5.38103
C: -5.38702 -0.69939 -4.26139
C: -2.28513 -3.05967 -1.55673
C: 7.08242 0.64324 1.07868
H: -0.94397 -3.57888 7.99873
H: 6.07355 -2.79983 -0.36925
C: -2.12004 -2.55213 4.94369
C: -0.11930 4.81424 -2.99350
F: -4.68043 2.07031 -6.47755
H: 8.28509 -2.48610 0.69105
C: -2.02745 -3.49090 -0.26159
H: 5.22910 1.32426 0.30083
C: -0.84749 -0.57070 1.33301
H: 2.49856 -4.76994 -0.43452
C: -2.20796 -3.80070 4.31137
C: -1.66535 -2.43438 6.27456
H: -1.42548 -1.20532 1.98843
C: 4.66199 -1.11996 3.14131
C: 6.24813 4.49993 -3.28889
C: -4.56672 6.16925 -0.84055
C: 5.41670 5.40718 -3.96129
C: 5.46404 -0.78562 -0.10822
C: 6.50567 -1.82553 4.45236
H: 1.33569 1.77867 -0.75954
C: -3.88711 5.23189 -2.93575
C: -3.50416 4.13234 -2.26555
H: -0.31768 8.67046 -3.24331
H: -6.05471 2.70258 0.92605
C: -3.09585 0.11686 -3.81912
H: -2.20446 0.05525 -3.21247
F: 3.47970 -7.18927 0.25037
C: 1.29894 0.17550 0.70578
H: 0.17036 -4.33412 3.04776
H: -4.05696 -1.53746 -2.79584
H: 2.37884 0.16161 0.70154
H: -4.51930 7.24342 -2.69832
H: -7.33190 -0.53835 3.33698
C: 2.17447 -5.17224 0.51391
H: -1.75132 -2.79191 0.51401
C: -6.74735 -0.30332 2.45979
C: -0.10440 6.97056 -1.91651
H: 7.43350 -1.73760 4.99808
H: -0.12190 5.05701 -0.84210
C: 0.73682 1.03286 -0.25803
C: -1.77915 -4.92835 4.98045
C: 2.15778 -6.89695 2.20379
C: 4.41340 3.86196 -1.85965
H: 6.24475 2.94649 -1.73786
C: -0.10287 5.42715 -4.25954
C: -5.29795 -0.60635 0.59608
C: 7.54654 -1.69818 0.67907
H: 5.00847 -4.47954 2.92320
H: -4.87264 1.16108 -0.59952
C: 1.19505 -4.47786 1.16170
C: -0.22158 6.83199 -4.29703
H: 0.93841 -1.31311 2.18382
C: -5.96949 -1.18071 1.68963
C: -4.18233 -0.81789 -3.59139
C: 1.24455 -6.15069 2.90876
C: 6.32595 -1.85243 0.08365
C: -0.08357 5.56556 -1.79410
C: -4.44057 1.15275 -5.53164
H: 2.36657 -7.89386 2.56294
F: -1.19371 1.86113 -1.32295
H: -3.68276 5.36718 -3.98757
C: -4.19380 4.98324 -0.21330
H: -1.62713 -1.50343 6.82071
H: -2.64717 -3.94735 3.33567
H: -2.55135 0.14317 0.27959
C: 7.88840 -0.46671 1.23196
F: -2.74142 -3.67886 -3.75635
C: 0.49826 -0.57877 1.52548
H: -2.54655 1.87863 -5.00831
C: -3.61760 3.94365 -0.90233
F: 3.88082 3.12728 -0.83190
H: -2.10505 -5.08785 1.15371
H: 8.89319 -0.39848 1.62201
C: 6.27032 -3.15057 4.09307
H: 4.57900 -0.99613 -0.69027
C: 5.86668 0.46333 0.43756
H: -2.49752 -1.74878 4.32844
H: -3.44473 3.02428 -0.36263
C: -6.00587 1.64080 1.11744
F: -4.75352 -1.44299 -0.29939
C: -1.29464 -3.56774 6.97731
C: -0.66910 1.03451 -0.41483
F: 7.47792 1.81098 1.51048
C: -5.28290 0.74321 0.30793
H: -3.10084 3.31303 -2.84216
C: -3.25709 1.09913 -4.77612
H: 6.95007 -3.87422 4.51811
H: 0.80697 -3.59921 0.66797
C: 4.09101 5.51100 -3.58542
H: -0.13573 3.73508 -2.95424
F: -4.24556 4.92373 1.14507
H: -6.34057 0.29419 -5.89900
H: -5.92387 -2.24255 1.88150
H: -7.34364 1.72316 2.85937
H: 7.24746 4.34330 -3.66733
C: -2.10284 -4.84000 0.10254
H: -0.03332 7.54700 -1.00597
C: 3.56311 4.77841 -2.54815
H: 5.88349 0.24852 4.15801
C: -0.20737 7.60113 -3.13950
H: -2.24987 -2.02773 -1.87335
F: -0.94194 -5.91179 6.94794
H: 3.37848 6.09544 -4.14857
C: -2.75801 -5.39780 -2.15030
C: 5.22802 -3.46168 3.20982
C: -4.34416 6.29813 -2.20624
C: -6.76288 1.09631 2.19892
C: 2.61921 -6.42985 0.97243
F: 3.41062 -2.82550 1.93552
H: -1.87936 -5.85560 4.43588
H: -0.20013 7.37083 -5.23276
C: -2.61090 -5.77779 -0.80203
H: 4.17314 -0.28410 2.66303
C: 0.78251 -4.94042 2.39656
H: -4.93304 7.08376 -0.39796
H: -6.16950 -1.43368 -4.13915
H: -2.75877 -6.79621 -0.47438